Entry 1:
Entry from the Open Molecules 2025 dataset: C23H24N4O4 in the gas phase in a non-equilibrium geometry (wB97M-V/def2-TZVPD).

The geometry in ORCA input format:
```
! RIJCOSX wB97M-V def2-TZVPD def2/J DEFGRID3
* xyz 0 1
C 1.75947 1.66898 2.36625
C 0.72818 2.58197 1.75810
O -0.43302 2.61090 2.05820
O 1.28611 3.37660 0.82990
C 0.43362 4.26514 0.11313
C 0.14476 3.72973 -1.30121
N -0.72272 2.58848 -1.29310
C -0.38871 1.32397 -0.95641
C 0.94650 0.84934 -0.91260
C 1.33546 -0.44387 -0.57762
N 2.63082 -0.83767 -0.58089
C 3.69438 0.07616 -0.94458
C 5.01724 -0.66571 -1.07912
N 5.40986 -1.27491 0.17994
C 6.50516 -2.20012 -0.00411
C 4.26654 -1.84114 0.89013
C 3.07086 -2.09945 -0.02886
C 0.27342 -1.35161 -0.23603
N 0.23433 -2.61542 0.17044
O -1.07220 -2.95090 0.36083
C -1.85918 -1.89706 0.07634
C -1.04615 -0.85114 -0.31344
C -1.44370 0.43422 -0.66612
C -2.85028 0.72324 -0.62165
O -3.31695 1.83629 -0.90754
C -3.73029 -0.40325 -0.21012
C -5.10354 -0.16399 -0.16218
C -5.99274 -1.15110 0.20675
C -5.52917 -2.41918 0.54188
C -4.17969 -2.69248 0.50695
C -3.26892 -1.70061 0.13496
H 1.62088 1.63669 3.44344
H 2.76022 2.00841 2.11891
H 1.60352 0.66566 1.97401
H 0.96101 5.22014 0.05415
H -0.50427 4.38215 0.66630
H 1.09165 3.48385 -1.78956
H -0.34362 4.52301 -1.87157
H -1.72897 2.75379 -1.18531
H 1.71925 1.56485 -1.13477
H 3.45776 0.54526 -1.90549
H 3.79899 0.86519 -0.18771
H 5.79661 0.04699 -1.36664
H 4.93260 -1.40990 -1.89076
H 6.83197 -2.56407 0.96801
H 7.33532 -1.67025 -0.47004
H 6.24409 -3.06154 -0.63879
H 3.96321 -1.13072 1.66953
H 4.55817 -2.77117 1.37997
H 3.36087 -2.78309 -0.83660
H 2.25105 -2.56356 0.51832
H -5.44765 0.82581 -0.42445
H -7.05165 -0.94081 0.23669
H -6.22833 -3.19034 0.83061
H -3.80350 -3.67147 0.76481
*
```

* electronic energy: -38390.305 eV
* structure (SMILES): CC(=O)OCCNc1cc(N2CCN(C)CC2)c2noc3c2c1C(=O)c1ccccc1-3
* LUMO energy: -0.43 eV
* relative energy (zero: lowest compared OMol25 entry of this formula, charge and spin): 84.1 kcal/mol



Entry 2:
Entry from the Open Molecules 2025 dataset: C23H24N8O4 in the gas phase in a non-equilibrium geometry (wB97M-V/def2-TZVPD).

The geometry in ORCA input format:
```
! RIJCOSX wB97M-V def2-TZVPD def2/J DEFGRID3
* xyz 0 1
C -6.79494 -2.57498 -1.58504
C -7.51556 -2.87710 -0.27668
C -7.22735 -1.86072 0.83301
O -5.91074 -1.97762 1.33768
C -4.88675 -1.23509 0.85473
C -3.62915 -1.56097 1.37553
C -2.50467 -0.87424 0.98686
C -2.60261 0.17852 0.07632
C -1.40504 0.87689 -0.34190
C -0.16866 0.38495 -0.76144
C 0.19376 -1.02287 -0.99012
O -0.61840 -1.88740 -1.25909
N 1.52157 -1.32028 -0.89706
N 2.45594 -0.43461 -0.53914
C 3.67850 -0.78569 -0.49943
C 4.70137 0.16469 -0.12632
C 4.37319 1.50449 0.07855
C 5.33989 2.42416 0.42817
C 6.65365 2.00929 0.57307
C 7.00397 0.68502 0.37260
C 6.04064 -0.25426 0.02133
O 6.28433 -1.57226 -0.21376
C 7.57686 -2.10687 -0.00805
C 7.89085 -2.33397 1.46776
N 0.63503 1.43717 -1.03695
N 0.01356 2.51734 -0.81943
N -1.23748 2.22963 -0.38889
C -2.06637 3.25700 -0.00568
N -3.23680 3.14661 0.55413
O -3.66648 4.38704 0.79574
N -2.76675 5.32124 0.39375
C -1.74997 4.67029 -0.11615
N -0.65804 5.19827 -0.68444
C -3.85033 0.50467 -0.44232
C -4.97961 -0.19382 -0.06567
H -7.10497 -1.61140 -1.98414
H -5.71727 -2.56182 -1.44017
H -7.02958 -3.33890 -2.32265
H -7.21601 -3.86311 0.08327
H -8.59426 -2.89077 -0.44571
H -7.44285 -0.84265 0.49631
H -7.87099 -2.07943 1.69185
H -3.56751 -2.36930 2.08668
H -1.54185 -1.14040 1.39532
H 1.78124 -2.28927 -1.11076
H 4.00192 -1.80284 -0.74156
H 3.34192 1.78917 -0.05729
H 5.07788 3.45923 0.58505
H 7.42099 2.71959 0.84404
H 8.03777 0.40027 0.48943
H 8.33874 -1.47467 -0.47972
H 7.55683 -3.06635 -0.53326
H 7.14418 -2.99144 1.90619
H 8.86955 -2.79548 1.56661
H 7.88464 -1.39539 2.01654
H -0.48854 6.18125 -0.57321
H 0.09697 4.55813 -0.88974
H -3.94267 1.29604 -1.16997
H -5.92354 0.08507 -0.50475
*
```

* electronic energy: -44347.266 eV
* structure (SMILES): CCCOc1ccc(-c2c(C(=O)N/N=C/c3ccccc3OCC)nnn2-c2nonc2N)cc1
* LUMO energy: 0.14 eV
* relative energy (zero: lowest compared OMol25 entry of this formula, charge and spin): 2.8 kcal/mol



Entry 3:
Entry from the Open Molecules 2025 dataset: a molecular structure, C23H25AsIrN2O3S3 (wB97M-V/def2-TZVPD).

The geometry in ORCA input format:
```
! RIJCOSX wB97M-V def2-TZVPD def2/J DEFGRID3
* xyz 2 2
Ir -1.73452 -0.14862 -0.17123
S -2.24746 -2.23782 -0.81193
C -0.92643 -2.96819 -1.64527
C -1.09140 -4.27656 -2.12541
C -0.04782 -4.88785 -2.79855
C 1.15234 -4.21522 -2.99545
C 1.32629 -2.91111 -2.52199
C 0.29004 -2.29289 -1.85875
As 0.34855 -0.51495 -1.16319
C 2.11846 0.01769 -0.73464
C 2.84586 0.81506 -1.61334
C 4.15792 1.13995 -1.29780
C 4.73065 0.66207 -0.12748
C 4.00127 -0.14577 0.73822
C 2.68783 -0.47004 0.44046
C -0.57088 0.68672 -2.34479
C -1.64187 0.21238 -3.11938
C -2.48046 1.11832 -3.76408
C -2.25060 2.47541 -3.64259
C -1.18484 2.95209 -2.87367
C -0.35801 2.07216 -2.21437
H -2.02760 -4.79578 -1.96452
H -0.16733 -5.89657 -3.16900
H 1.96294 -4.70447 -3.51838
H 2.26887 -2.39983 -2.67511
H 2.40551 1.17450 -2.53508
H 4.73388 1.75888 -1.97203
H 5.75606 0.91243 0.10897
H 4.46362 -0.52977 1.63790
H 2.11882 -1.10890 1.10744
H -1.78745 -0.85066 -3.26618
H -3.30266 0.75354 -4.36385
H -2.90338 3.17752 -4.14321
H -1.02136 4.01695 -2.78093
H 0.44199 2.44611 -1.58745
C -3.79809 2.40737 2.05741
S -3.28142 2.04937 0.42197
O -3.70436 3.07562 -0.45948
O -3.72727 0.65444 0.10347
O -1.75651 1.86845 0.46088
H -4.88599 2.45325 2.04343
H -3.38906 3.37699 2.33463
H -3.45371 1.61361 2.71632
C -0.10771 -1.64255 4.64662
N 0.25037 -0.45784 3.88276
C 1.11494 0.59008 4.45078
C 1.24282 1.58975 3.28970
N 0.21429 1.11544 2.35432
C -0.31021 -0.03777 2.76077
S -1.60177 -0.90418 2.00406
H 0.79447 -2.06130 5.08748
H -0.55635 -2.38284 3.98891
H -0.81025 -1.39255 5.44254
H 2.07106 0.16539 4.74926
H 0.63445 1.01929 5.33203
H 2.22344 1.54841 2.81675
H 1.04174 2.61370 3.59419
H -0.27171 1.70109 1.68786
*
```

* electronic energy: -129549.147 eV
* ⟨S²⟩: 0.772
* LUMO energy (spin up / spin down): -6.80 / -8.68 eV
* relative energy (zero: lowest compared OMol25 entry of this formula, charge and spin): 3.2 kcal/mol



Entry 4:
Entry from the Open Molecules 2025 dataset: 2 unconnected molecules or ions with the total composition C23H25BCl2NO3 in a non-equilibrium geometry (wB97M-V/def2-TZVPD).

The geometry in ORCA input format:
```
! RIJCOSX wB97M-V def2-TZVPD def2/J DEFGRID3
* xyz 1 1
C 3.13159 -1.73397 2.16158
C 2.88720 -0.40466 1.68390
C 2.50772 0.73152 2.36531
C 2.01421 1.63415 1.39508
C 2.04655 0.96542 0.16472
B -2.51042 -1.06452 0.52147
O -2.11046 -1.92830 -0.44511
C -1.93008 -3.27337 0.15466
C -2.25852 -3.18275 1.66443
N -2.59737 -1.72515 1.90414
C -1.77870 -1.13870 3.01157
C -4.03936 -1.38054 2.17274
C -4.16790 0.02549 1.57915
O -3.23063 0.09783 0.44819
O 2.72961 -0.22680 0.35145
H 3.78344 -1.66089 3.03346
H 2.20312 -2.22812 2.49127
H 3.58379 -2.35128 1.38589
H 2.46413 0.84502 3.43836
H 1.65149 2.63478 1.55836
H -2.60017 -3.99716 -0.33686
H -0.87841 -3.53661 -0.01672
H -3.10212 -3.81034 1.97350
H -1.36872 -3.43920 2.24858
H -2.44776 -0.95336 3.85660
H -1.02826 -1.86994 3.32286
H -1.30321 -0.19934 2.70040
H -4.69712 -2.11539 1.70187
H -4.20673 -1.39264 3.24761
H -5.16605 0.21191 1.17266
H -3.90029 0.78762 2.32496
Cl -2.47548 5.54478 -1.89703
C -1.42649 4.20604 -1.62393
C -1.89231 2.90587 -1.89723
C -1.03806 1.83061 -1.64848
C 0.25388 2.05086 -1.16251
C 1.13309 0.82644 -0.89411
C 1.96721 0.34716 -2.08645
C 1.87902 -0.97522 -2.51436
C 2.80556 -1.43530 -3.45742
C 3.74648 -0.54013 -3.99049
Cl 4.89053 -1.12214 -5.12590
C 3.75718 0.80565 -3.62172
C 2.83928 1.25203 -2.66710
C 0.72270 3.33396 -0.93875
C -0.13045 4.43356 -1.13398
H -2.88549 2.75378 -2.31796
H -1.38673 0.80489 -1.80308
H 0.42106 0.01468 -0.61379
H 1.10977 -1.63282 -2.09839
H 2.77984 -2.47219 -3.79516
H 4.46111 1.51092 -4.07393
H 2.80994 2.28825 -2.33170
H 1.75677 3.49940 -0.61838
H 0.22099 5.44819 -0.92427
*
```

* electronic energy: -57604.904 eV
* LUMO energy: -3.06 eV
* relative energy (zero: lowest compared OMol25 entry of this formula, charge and spin): 0.0 kcal/mol



- Look up the electronic energy of the third one.
  -129549.147 eV



- relative energy (zero: lowest compared OMol25 entry of this formula, charge and spin) of number 1 (C23H24N4O4)?
  84.1 kcal/mol



What did the third record say?
Entry from the Open Molecules 2025 dataset: a molecular structure, C23H25AsIrN2O3S3 (wB97M-V/def2-TZVPD).

The geometry in ORCA input format:
```
! RIJCOSX wB97M-V def2-TZVPD def2/J DEFGRID3
* xyz 2 2
Ir -1.73452 -0.14862 -0.17123
S -2.24746 -2.23782 -0.81193
C -0.92643 -2.96819 -1.64527
C -1.09140 -4.27656 -2.12541
C -0.04782 -4.88785 -2.79855
C 1.15234 -4.21522 -2.99545
C 1.32629 -2.91111 -2.52199
C 0.29004 -2.29289 -1.85875
As 0.34855 -0.51495 -1.16319
C 2.11846 0.01769 -0.73464
C 2.84586 0.81506 -1.61334
C 4.15792 1.13995 -1.29780
C 4.73065 0.66207 -0.12748
C 4.00127 -0.14577 0.73822
C 2.68783 -0.47004 0.44046
C -0.57088 0.68672 -2.34479
C -1.64187 0.21238 -3.11938
C -2.48046 1.11832 -3.76408
C -2.25060 2.47541 -3.64259
C -1.18484 2.95209 -2.87367
C -0.35801 2.07216 -2.21437
H -2.02760 -4.79578 -1.96452
H -0.16733 -5.89657 -3.16900
H 1.96294 -4.70447 -3.51838
H 2.26887 -2.39983 -2.67511
H 2.40551 1.17450 -2.53508
H 4.73388 1.75888 -1.97203
H 5.75606 0.91243 0.10897
H 4.46362 -0.52977 1.63790
H 2.11882 -1.10890 1.10744
H -1.78745 -0.85066 -3.26618
H -3.30266 0.75354 -4.36385
H -2.90338 3.17752 -4.14321
H -1.02136 4.01695 -2.78093
H 0.44199 2.44611 -1.58745
C -3.79809 2.40737 2.05741
S -3.28142 2.04937 0.42197
O -3.70436 3.07562 -0.45948
O -3.72727 0.65444 0.10347
O -1.75651 1.86845 0.46088
H -4.88599 2.45325 2.04343
H -3.38906 3.37699 2.33463
H -3.45371 1.61361 2.71632
C -0.10771 -1.64255 4.64662
N 0.25037 -0.45784 3.88276
C 1.11494 0.59008 4.45078
C 1.24282 1.58975 3.28970
N 0.21429 1.11544 2.35432
C -0.31021 -0.03777 2.76077
S -1.60177 -0.90418 2.00406
H 0.79447 -2.06130 5.08748
H -0.55635 -2.38284 3.98891
H -0.81025 -1.39255 5.44254
H 2.07106 0.16539 4.74926
H 0.63445 1.01929 5.33203
H 2.22344 1.54841 2.81675
H 1.04174 2.61370 3.59419
H -0.27171 1.70109 1.68786
*
```

* electronic energy: -129549.147 eV
* ⟨S²⟩: 0.772
* LUMO energy (spin up / spin down): -6.80 / -8.68 eV
* relative energy (zero: lowest compared OMol25 entry of this formula, charge and spin): 3.2 kcal/mol